Entry 1:
# C4H10N2

One molecule with the formula C4H10N2 at a distorted geometry (wB97M-V/def2-TZVPD, the Open Molecules 2025 dataset).

Results
SMILES: CC/C(N)=C/N
Relative energy (zero: lowest compared OMol25 entry of this formula, charge and spin) in kcal/mol: 35.7

Bonds (Å) are listed after each position.
Positions of all 16 atoms, in Å:
1 N -1.78003 0.46667 1.70763  C4 1.419, H9 1.005, H16 1.004
2 N 1.28001 0.97399 1.13590  C6 1.373, H8 1.006, H10 1.003
3 C 0.84739 -0.03585 -1.01028  C5 1.531, C6 1.530, H7 1.100, H14 1.085
4 C -1.02728 0.55051 0.50800  N1 1.419, C6 1.344, H11 1.087
5 C 0.33291 -1.40141 -1.47329  C3 1.531, H12 1.087, H13 1.086, H15 1.090
6 C 0.30115 0.43023 0.34092  N2 1.373, C3 1.530, C4 1.344
7 H 0.44135 0.66908 -1.75032  C3 1.100
8 H 2.21941 0.95758 0.77665  N2 1.006
9 H -2.15209 -0.44421 1.91200  N1 1.005
10 H 1.18460 1.11301 2.12462  N2 1.003
11 H -1.55383 0.37718 -0.42739  C4 1.087
12 H 0.22158 -1.36297 -2.55431  C5 1.087
13 H 0.87683 -2.23678 -1.04120  C5 1.086
14 H 1.90024 0.22153 -1.04843  C3 1.085
15 H -0.67876 -1.50509 -1.08234  C5 1.090
16 H -2.41347 1.22653 1.88183  N1 1.004



Entry 2:
# C4H10N2

One molecule with the formula C4H10N2 at a distorted geometry (wB97M-V/def2-TZVPD, the Open Molecules 2025 dataset).

Results
SMILES: [H]/N=C(/C)N(C)C
Relative energy (zero: lowest compared OMol25 entry of this formula, charge and spin) in kcal/mol: 18.1

Bonds (Å) are listed after each position.
Positions of all 16 atoms, in Å:
1 N 1.24247 -1.43977 0.04639  C5 1.298, H9 1.029
2 N -0.62740 0.08579 -0.00198  C4 1.463, C5 1.392, C6 1.449
3 C 1.71816 0.88592 -0.05056  C5 1.512, H11 1.108, H12 1.127, H15 1.093
4 C -1.59941 -1.00714 -0.05084  N2 1.463, H7 1.127, H13 1.141, H16 1.120
5 C 0.72263 -0.25141 -0.00341  N1 1.298, N2 1.392, C3 1.512
6 C -1.08993 1.45770 0.05660  N2 1.449, H8 1.086, H10 1.109, H14 1.086
7 H -1.63202 -1.57790 0.92091  C4 1.127
8 H -2.17522 1.45631 0.02583  C6 1.086
9 H 0.55527 -2.19367 0.18032  N1 1.029
10 H -0.79780 2.11952 -0.78372  C6 1.109
11 H 1.55259 1.55010 -0.92245  C3 1.108
12 H 1.67510 1.53336 0.87063  C3 1.127
13 H -2.62151 -0.57760 -0.32047  C4 1.141
14 H -0.79998 1.97887 0.96418  C6 1.086
15 H 2.70108 0.41240 -0.11884  C3 1.093
16 H -1.27177 -1.73396 -0.83799  C4 1.120



Entry 3:
# C4H10N2

One molecule with the formula C4H10N2 at a distorted geometry (wB97M-V/def2-TZVPD, the Open Molecules 2025 dataset).

Results
SMILES: N/C=C/CCN
Relative energy (zero: lowest compared OMol25 entry of this formula, charge and spin) in kcal/mol: 48.4

Bonds (Å) are listed after each position.
Positions of all 16 atoms, in Å:
1 N -0.86548 -1.15397 -2.25957  C6 1.413, H8 1.019, H15 1.023
2 N -0.09675 1.97317 0.98267  C5 1.526, H7 1.015, H16 1.016
3 C 0.69060 -0.52156 -0.50641  C4 1.491, C6 1.339, H12 1.090
4 C 0.88200 -0.28530 0.95333  C3 1.491, C5 1.517, H11 1.096, H13 1.096
5 C -0.25313 0.55055 1.51265  N2 1.526, C4 1.517, H9 1.086, H14 1.086
6 C -0.10131 -1.42243 -1.10194  N1 1.413, C3 1.339, H10 1.087
7 H -0.78541 2.51440 1.49514  N2 1.015
8 H -0.93594 -0.16249 -2.48306  N1 1.019
9 H -1.26534 0.28543 1.22137  C5 1.086
10 H -0.00512 -2.49954 -0.98841  C6 1.087
11 H 1.09504 -1.07708 1.68037  C4 1.096
12 H 0.97211 0.33202 -1.12222  C3 1.090
13 H 1.77259 0.33193 1.12001  C4 1.096
14 H -0.25238 0.72739 2.58390  C5 1.086
15 H -0.41546 -1.48701 -3.11609  N1 1.023
16 H -0.43603 1.89447 0.02824  N2 1.016



Entry 4:
# C4H10N2

A 2-piece molecular cluster, C4H10N2 overall at a distorted geometry (wB97M-V/def2-TZVPD, the Open Molecules 2025 dataset).

Results
SMILES: [H]/N=C/N.C=CC
Relative energy (zero: lowest compared OMol25 entry of this formula, charge and spin) in kcal/mol: 82.0

Bonds (Å) are listed after each position.
Positions of all 16 atoms, in Å:
1 N 1.07656 -0.25151 -0.70129  C4 1.341, H7 1.019, H14 1.004
2 N 1.25840 -1.86250 -2.42036  C4 1.248, H15 1.102
3 C -1.19551 1.01782 2.05679  C5 1.403, C6 1.599, H12 1.133
4 C 1.59979 -0.84335 -1.78533  N1 1.341, N2 1.248, H11 1.182
5 C -0.71534 2.12683 1.34394  C3 1.403, H9 1.070, H13 1.128
6 C -1.94472 -0.26117 1.45639  C3 1.599, H8 1.073, H10 1.038, H16 1.149
7 H 0.33723 -0.57551 -0.07993  N1 1.019
8 H -1.27958 -0.82735 0.83389  C6 1.073
9 H -0.33593 1.89597 0.37001  C5 1.070
10 H -2.82914 0.14965 1.10203  C6 1.038
11 H 2.65604 -0.49915 -2.19049  C4 1.182
12 H -1.42862 1.17415 3.15418  C3 1.133
13 H -0.78738 3.23864 1.52229  C5 1.128
14 H 1.47272 0.52586 -0.20391  N1 1.004
15 H 1.62419 -1.58545 -3.42242  N2 1.102
16 H -2.23966 -0.93954 2.33506  C6 1.149



Among the records above, which one has the lowest relative energy (zero: lowest compared OMol25 entry of this formula, charge and spin)?
number 2